[1]
This record from the OMol25 dataset describes the molecule C18H24N2O5 at a distorted geometry. The level of theory is ωB97M-V with the def2-TZVPD basis set.

Structure (XYZ):
```
49
C18H24N2O5 | the OMol25 dataset | ωB97M-V with the def2-TZVPD basis set
O -0.1710 3.1685 -1.6660
C 0.6881 2.3511 -1.9435
C 1.3777 1.5371 -0.8510
N 1.1890 0.1079 -1.0466
C 1.9918 -0.7184 -0.1614
C 1.4856 -0.7546 1.2867
C 0.0253 -1.2375 1.3464
O -0.0540 -2.6009 0.9629
C -0.5893 -1.1649 2.7374
C -0.1081 -0.3457 3.7457
C -0.7167 -0.2785 4.9983
C -1.8241 -1.0607 5.2040
C -2.3170 -1.8884 4.1951
C -1.7242 -1.9540 2.9616
O -3.4226 -2.5554 4.6557
C -3.6058 -2.1264 5.9870
O -2.6050 -1.1892 6.3228
C -0.8121 -0.3499 0.3992
C -0.2068 -0.2975 -1.0093
N 1.0999 2.1520 -3.2130
C 2.0411 1.1628 -3.6855
C 1.3187 0.2085 -4.6468
O 0.7149 0.9051 -5.7109
C -0.2159 1.8520 -5.2349
C 0.4543 2.8625 -4.3006
H 2.4506 1.7516 -0.8722
H 0.9735 1.9074 0.1023
H 3.0196 -0.3464 -0.1788
H 2.0051 -1.7298 -0.5844
H 1.5575 0.2508 1.6981
H 2.1101 -1.4226 1.8810
H 0.2649 -2.6831 0.0580
H 0.7641 0.2663 3.5875
H -0.3319 0.3606 5.7750
H -2.1009 -2.6070 2.1943
H -3.5421 -2.9922 6.6661
H -4.5982 -1.6583 6.0906
H -0.8660 0.6562 0.8167
H -1.8270 -0.7449 0.3423
H -0.7835 0.3987 -1.6217
H -0.2694 -1.2863 -1.4801
H 2.4506 0.5940 -2.8560
H 2.8445 1.6768 -4.2275
H 2.0256 -0.4878 -5.1003
H 0.5593 -0.3550 -4.0839
H -0.6230 2.3500 -6.1158
H -1.0287 1.3408 -4.6966
H -0.2798 3.5462 -3.8733
H 1.2113 3.4285 -4.8545
```

Output
ΔE to the lowest compared entry with this formula, charge and spin = 2.497 eV
spin multiplicity = 1
E = -32272.50548 eV
LUMO = 0.02228 Ha
HOMO-LUMO gap = 8.667 eV
strongest force on any atom = 1.28 eV/A
SMILES = O=C(CN1CCC(O)(c2ccc3c(c2)OCO3)CC1)N1CCOCC1

Mulliken atomic charge list, values in e, 8 entries: -0.686, 0.650, -0.834, 0.347, -1.536, -0.649, 1.413, -0.688

[2]
This record from the OMol25 dataset describes a structure of composition CH2N4O2 at a distorted geometry. The level of theory is ωB97M-V with the def2-TZVPD basis set.

Structure (XYZ):
```
9
CH2N4O2 | the OMol25 dataset | ωB97M-V with the def2-TZVPD basis set
C -1.4820 0.4146 0.0351
N -1.0470 -0.8257 -0.0300
N -0.5564 1.3398 -0.0245
N 0.2366 -0.7328 -0.0366
N 0.4871 0.6055 -0.0915
O 1.7801 0.8458 -0.0207
O 1.2708 -1.4831 -0.0171
H -2.6199 0.4040 0.0505
H 1.9308 -0.5682 0.1348
```

Output
ΔE to the lowest compared entry with this formula, charge and spin = 4.832 eV
spin multiplicity = 1
E = -11118.78926 eV
LUMO = 0.02369 Ha
HOMO-LUMO gap = 10.602 eV
strongest force on any atom = 4.96 eV/A

Mulliken atomic charge list, values in e, 8 entries: 0.078, -0.568, -0.614, 0.666, 0.917, -0.734, -0.571, 0.374